Entry from the OMol25 dataset: C25H31GeInN4O12P2 as an isolated structure (ωB97M-V/def2-TZVPD).

XYZ file:
```
76
Properties=species:S:1:pos:R:3:mulliken_charge:R:1
In 0.376 0.533 -0.120 0.81
N 3.469 -1.552 3.206 -0.08
C 2.939 -0.490 2.250 0.23
C 3.655 0.843 2.437 -1.72
P 1.159 -0.323 2.756 0.81
O 0.543 -1.649 2.056 -0.53
O 1.129 -0.491 4.231 -0.95
O 0.586 0.873 2.035 -0.18
P 3.107 -1.269 0.573 0.98
O 4.532 -0.663 0.123 -0.52
O 3.190 -2.732 0.825 -0.89
O 2.059 -0.705 -0.375 -0.36
H 4.445 -1.396 3.441 0.35
H 3.382 -2.447 2.688 0.34
H 2.877 -1.522 4.049 0.36
H 3.520 1.215 3.455 0.48
H 3.230 1.578 1.754 0.19
H 4.717 0.749 2.214 0.50
H -0.094 -2.075 2.645 0.30
H 4.896 -1.141 -0.636 0.35
C -2.802 -1.996 0.279 -1.48
C -2.017 -1.255 -0.811 2.01
C -0.790 -2.080 -1.195 -1.98
C -2.903 -1.115 -2.055 -1.81
N -1.592 0.065 -0.288 0.50
H -3.132 -2.979 -0.069 0.46
H -3.684 -1.420 0.569 0.32
H -2.174 -2.125 1.164 0.12
H -1.089 -3.059 -1.573 0.55
H -0.132 -2.241 -0.337 0.31
H -0.224 -1.575 -1.986 0.42
H -3.166 -2.099 -2.451 0.51
H -2.377 -0.554 -2.831 0.32
H -3.834 -0.598 -1.811 0.42
Ge -2.717 1.534 -0.179 -0.31
C -2.153 2.578 1.363 0.13
C -2.927 2.510 2.523 -0.61
C -2.554 3.197 3.669 -0.63
C -1.394 3.961 3.676 -0.60
C -0.607 4.031 2.536 -1.15
C -0.986 3.347 1.389 1.01
C -2.751 2.645 -1.800 0.49
C -2.164 3.915 -1.823 0.04
C -2.170 4.691 -2.977 -0.81
C -2.772 4.213 -4.131 -0.49
C -3.384 2.966 -4.120 -0.73
C -3.376 2.194 -2.965 -0.42
H -4.139 0.988 0.077 -0.15
H -3.831 1.910 2.531 0.38
H -3.168 3.135 4.560 0.40
H -1.099 4.492 4.572 0.39
H 0.309 4.610 2.541 0.45
H -0.335 3.399 0.526 0.18
H -1.716 4.321 -0.929 0.40
H -1.714 5.674 -2.969 0.43
H -2.776 4.813 -5.033 0.40
H -3.870 2.592 -5.014 0.41
H -3.870 1.231 -2.979 0.28
O 0.924 1.502 -2.234 -0.78
C 1.702 2.244 -1.604 0.77
O 1.753 2.226 -0.323 -0.75
C 2.596 3.188 -2.342 0.16
C 3.550 3.926 -1.658 -0.47
C 4.350 4.796 -2.370 -0.22
C 4.233 4.964 -3.734 -0.38
C 3.277 4.208 -4.380 -0.35
C 2.457 3.321 -3.714 -0.36
N 3.130 4.356 -5.847 1.07
O 2.306 3.656 -6.395 -0.61
O 3.845 5.165 -6.402 -0.62
N 5.373 5.585 -1.647 1.03
O 5.953 6.450 -2.270 -0.61
O 5.630 5.251 -0.509 -0.59
H 3.664 3.821 -0.589 0.68
H 4.857 5.659 -4.271 0.63
H 1.716 2.742 -4.248 0.77
```

For the relative energy (zero: lowest compared OMol25 entry of this formula, charge and spin), the calculation gives 3.8 kJ/mol. The HOMO energy is -0.311 Eh. The frontier orbital gap comes out at 0.2730 Ha. For the LUMO energy, the calculation gives -1.0 eV.

Entry from the OMol25 dataset: C25H31GeN2O3Pt as an isolated structure (ωB97M-V/def2-TZVPD).

XYZ file:
```
63
Properties=species:S:1:pos:R:3:mulliken_spin:R:1
Pt 0.952 0.485 -0.005 0.00
C 1.484 2.037 -5.131 0.00
N 0.633 1.588 -4.009 0.00
C -0.816 1.596 -4.268 0.00
C 1.133 1.216 -2.870 0.00
O 0.355 0.868 -1.897 0.00
C 2.645 1.222 -2.670 0.00
O 3.010 0.502 -1.499 0.00
C 3.355 -0.857 -1.691 0.00
C 2.229 -1.804 -1.292 0.00
O 1.212 -1.390 -0.596 0.00
N 2.288 -3.057 -1.619 0.00
C 1.201 -3.999 -1.299 0.00
C 3.433 -3.672 -2.322 0.00
H 0.869 2.643 -5.791 0.00
H 1.857 1.181 -5.693 0.00
H 2.307 2.655 -4.783 0.00
H -1.157 2.627 -4.346 0.00
H -1.343 1.083 -3.473 0.00
H -0.994 1.091 -5.216 0.00
H 2.988 2.251 -2.540 0.00
H 3.149 0.817 -3.548 0.00
H 4.230 -1.073 -1.072 0.00
H 3.630 -1.046 -2.729 0.00
H 0.278 -3.464 -1.110 0.00
H 1.483 -4.600 -0.435 0.00
H 1.070 -4.659 -2.154 0.00
H 4.315 -3.041 -2.303 0.00
H 3.149 -3.892 -3.350 0.00
H 3.672 -4.604 -1.814 0.00
C -0.361 -2.150 2.608 0.00
Ge -0.699 -0.323 2.147 0.01
C 0.770 0.864 2.008 0.00
C 2.081 0.329 2.076 0.00
C 3.218 1.172 1.909 0.00
C 3.047 2.484 1.559 0.00
C 1.747 3.005 1.359 0.00
C 0.612 2.224 1.589 0.01
C -2.483 0.416 2.034 0.15
C -2.754 1.293 0.977 -0.06
C -4.014 1.853 0.809 0.11
C -5.034 1.549 1.709 0.09
C -4.793 0.681 2.775 -0.01
C -5.831 0.385 3.702 0.23
C -5.617 -0.469 4.799 0.14
C -4.371 -1.032 4.980 0.00
C -3.334 -0.754 4.076 0.24
C -3.510 0.097 2.955 0.04
H -0.414 -2.277 3.693 0.00
H 0.631 -2.455 2.279 0.00
H -1.114 -2.784 2.143 0.00
H 2.227 -0.716 2.322 0.00
H 4.212 0.770 2.058 0.00
H 3.906 3.130 1.428 0.00
H 1.631 4.044 1.073 0.00
H -0.372 2.673 1.519 0.00
H -1.985 1.527 0.246 -0.01
H -4.206 2.523 -0.019 0.00
H -6.018 1.987 1.583 0.00
H -6.807 0.835 3.556 0.00
H -6.426 -0.675 5.488 0.01
H -4.184 -1.689 5.819 0.00
H -2.369 -1.218 4.264 0.06
```

The HOMO energy (alpha / beta) is -0.742 / -0.762 Eh. As for the net charge: +4. The frontier orbital gap (alpha / beta) comes out at 0.2410 / 0.2351 Ha. For the LUMO energy (alpha / beta), the calculation gives -13.6 / -14.3 eV. Its expectation value of S² is 0.7800. Its spin multiplicity is 2.

Entry from the OMol25 dataset: C25H31IrN8O4S as an isolated structure (ωB97M-V/def2-TZVPD).

XYZ file:
```
70
Properties=species:S:1:pos:R:3:mulliken_spin:R:1
Ir -0.076 -0.360 -0.093 2.66
N 2.304 0.047 0.125 0.13
C 2.531 1.466 0.462 -0.01
C 3.908 1.992 0.049 0.01
C 4.274 1.933 -1.444 0.00
C 3.672 3.034 -2.324 0.00
N 2.252 2.880 -2.656 0.00
C 1.738 2.038 -3.526 0.00
N 2.527 1.368 -4.386 0.00
N 0.415 1.839 -3.544 0.00
C 1.402 2.325 -0.112 0.03
O 1.529 3.540 -0.124 0.02
O 0.373 1.699 -0.586 0.20
H 2.791 -0.571 0.766 0.00
H 2.671 -0.156 -0.800 -0.02
H 2.453 1.552 1.549 0.00
H 4.663 1.431 0.606 0.00
H 3.971 3.026 0.387 0.00
H 4.084 0.945 -1.881 0.00
H 5.355 2.070 -1.503 0.00
H 4.245 3.154 -3.245 0.00
H 3.740 3.981 -1.794 0.00
H 1.611 3.374 -2.040 0.00
H 3.458 1.710 -4.557 0.00
H 2.102 0.866 -5.147 0.00
H -0.107 2.049 -2.703 0.00
H 0.009 1.164 -4.169 0.00
O -4.018 -0.903 -0.950 0.03
S -2.867 -0.080 -1.137 0.03
O -1.737 -0.618 -1.896 0.08
N -2.109 0.241 0.293 0.37
C -2.643 0.238 1.532 0.07
C -3.996 0.370 1.870 0.14
C -4.382 0.432 3.209 -0.05
C -3.450 0.357 4.219 0.16
C -2.073 0.173 3.918 -0.02
C -1.078 0.042 4.903 0.03
C 0.221 -0.189 4.524 -0.02
C 0.516 -0.306 3.162 -0.01
N -0.394 -0.170 2.210 0.16
C -1.674 0.087 2.577 -0.08
C -3.268 1.478 -1.816 0.01
C -3.185 1.613 -3.198 0.01
C -3.551 2.824 -3.764 0.00
C -3.974 3.872 -2.953 0.00
C -4.045 3.719 -1.576 0.00
C -3.697 2.512 -0.993 0.00
H -4.736 0.430 1.082 0.00
H -5.430 0.546 3.453 0.00
H -3.757 0.418 5.256 0.00
H -1.346 0.118 5.951 0.00
H 1.012 -0.294 5.253 0.00
H 1.526 -0.532 2.839 0.00
H -2.868 0.780 -3.814 0.00
H -3.515 2.947 -4.838 0.00
H -4.252 4.817 -3.401 0.00
H -4.374 4.540 -0.953 0.00
H -3.745 2.390 0.081 -0.01
C -1.219 -3.522 1.132 -0.01
C -0.108 -3.517 0.143 -0.02
N 0.478 -2.462 -0.407 0.10
C 1.425 -2.939 -1.302 0.00
C 1.415 -4.291 -1.280 0.00
N 0.443 -4.633 -0.368 0.00
H -1.505 -2.499 1.367 0.01
H -0.925 -4.024 2.055 0.00
H -2.093 -4.035 0.728 0.00
H 2.034 -2.284 -1.901 0.00
H 1.991 -5.021 -1.820 0.00
H 0.173 -5.573 -0.126 0.00
```

The HOMO energy (alpha / beta) is -0.486 / -0.487 Eh. As for the net charge: +2. The frontier orbital gap (alpha / beta) comes out at 0.2858 / 0.2017 Ha. For the LUMO energy (alpha / beta), the calculation gives -5.4 / -7.8 eV. Its expectation value of S² is 6.0373. Its spin multiplicity is 5.

Entry from the OMol25 dataset: C25H31N3O3S as an isolated structure (ωB97M-V/def2-TZVPD).

XYZ file:
```
63
Properties=species:S:1:pos:R:3:mulliken_charge:R:1
C 2.191 3.182 1.095 -0.80
C 2.977 3.473 -0.322 -1.07
C 4.006 2.497 -0.724 0.03
N 3.228 1.110 -0.921 -0.16
C 3.483 -0.182 -0.393 0.28
N 2.685 -1.200 -0.492 0.41
C 2.849 -2.455 0.393 -1.03
H 3.989 -2.534 0.138 0.48
H 2.366 -3.109 -0.387 0.45
C 2.467 -2.288 1.665 -1.27
C 0.927 -1.647 1.797 0.85
C 0.533 -0.478 2.113 -0.19
C -0.668 -0.397 2.248 0.16
C -1.670 -1.035 2.103 -1.43
C -1.365 -2.403 1.483 -0.50
C -0.097 -2.777 1.592 -0.45
H 0.264 -3.899 1.173 0.21
H -2.169 -3.155 1.461 0.43
H -2.624 -0.739 2.124 0.80
H -0.976 0.820 2.833 -0.06
H 1.372 0.127 2.370 0.61
H 2.455 -3.132 2.277 0.63
H 3.038 -1.412 2.274 0.29
C 1.834 -1.171 -1.546 -1.90
C 0.425 -0.834 -1.700 0.64
C -0.014 0.164 -0.975 -0.21
C -1.483 0.116 -0.751 1.01
C -2.016 1.640 -0.259 -2.16
C -3.485 1.548 0.097 0.89
C -4.223 0.448 -0.268 0.75
C -3.704 -0.559 -0.908 -1.06
C -2.367 -0.800 -1.188 0.51
N -1.749 -1.880 -1.537 0.08
C -0.459 -2.267 -1.784 0.12
O -0.083 -3.286 -2.174 -0.59
H -2.343 -2.505 -1.722 -0.09
H -4.313 -1.506 -1.278 0.07
O -5.572 0.711 0.172 -0.37
C -6.499 -0.298 -0.365 -1.04
H -7.576 0.173 -0.011 0.23
H -6.398 -0.674 -1.286 0.41
H -6.407 -1.168 0.447 0.35
O -4.141 2.628 0.525 -0.36
C -3.315 3.641 0.893 -1.05
H -2.644 3.586 1.571 0.57
H -2.584 4.147 -0.006 0.22
H -3.886 4.405 1.302 0.41
H -1.255 2.145 0.049 1.00
H 0.569 1.067 -0.813 0.19
H 1.869 -2.170 -2.071 0.67
H 2.278 -0.488 -2.546 0.40
S 4.685 0.001 0.854 -0.42
H 2.657 1.201 -1.715 0.37
C 4.688 2.704 -1.859 -1.65
H 5.292 3.639 -1.678 0.36
H 5.369 2.097 -2.003 0.61
H 3.919 2.873 -2.865 0.22
H 4.466 2.264 0.186 0.49
H 3.368 4.538 -0.232 0.29
H 2.222 3.550 -0.822 0.62
H 1.484 3.889 1.168 0.57
H 2.927 3.121 1.898 0.33
H 1.667 2.235 0.907 -0.13
```

For the relative energy (zero: lowest compared OMol25 entry of this formula, charge and spin), the calculation gives 2076.5 kJ/mol. The HOMO energy is -0.278 Eh. The frontier orbital gap comes out at 0.2810 Ha. For the LUMO energy, the calculation gives 0.1 eV.

In the order shown, the computed max |F| values come out to 0.7; 1.8; 1.3; 17.7 eV/A.
In the order shown, the computed DFT total energy values come out to -5043.06277; -3501.13499; -2212.29234; -1758.70034 Ha.